1.
Entry from the Open Molecules 2025 dataset: a molecular structure, C22H11F3MnN3O7 in a non-equilibrium geometry (ωB97M-V/def2-TZVPD).

Geometry as ORCA input:
```
! RIJCOSX wB97M-V def2-TZVPD def2/J DEFGRID3
* xyz 0 5
O -6.95 8.03 3.17
C -12.95 10.71 5.97
H -15.35 5.03 3.28
C -12.51 13.92 1.51
C -14.29 9.36 1.69
F -12.74 10.97 8.37
C -15.26 9.54 0.66
H -16.06 8.84 0.56
F -14.66 10.02 7.69
H -14.28 12.74 -0.16
H -13.31 14.18 0.86
C -9.10 8.86 2.61
H -11.64 15.85 1.70
O -9.63 9.19 3.68
H -10.13 14.95 3.68
H -13.64 5.30 5.01
C -14.93 6.92 2.39
C -13.30 10.14 7.41
C -7.73 8.07 0.75
O -11.02 9.36 1.37
H -15.73 6.85 1.62
H -10.50 12.87 4.44
C -15.27 10.76 0.03
C -12.96 7.21 4.22
C -13.64 5.99 4.16
H -12.12 7.35 4.89
O -13.67 11.61 5.57
O -9.11 9.38 -0.90
C -14.68 5.87 3.23
C -11.60 14.85 2.07
O -12.00 10.15 5.31
F -12.84 8.88 7.63
C -12.51 12.57 1.93
C -13.44 11.54 1.39
C -9.81 8.99 1.35
C -8.95 8.80 0.17
C -7.73 8.30 2.26
N -13.10 8.20 3.38
O -6.90 7.36 0.22
Mn -11.75 9.98 3.38
N -13.42 10.37 1.99
C -14.34 11.74 0.31
N -11.68 12.15 2.90
H -16.04 11.05 -0.71
C -14.13 8.10 2.51
C -11.02 13.07 3.52
C -10.84 14.40 3.13
*
```

Its molar mass is 541.28 g mol⁻¹. Its HOMO energy (spin up / spin down) is -7.2865 / -6.9929 eV. The value obtained for the HOMO-LUMO gap (spin up / spin down) is 5.03 / 5.07 eV. The largest force on an atom comes out at 4.15 eV/A.


2.
Entry from the Open Molecules 2025 dataset: a molecular structure, C22H12BiBr3Cl5N3 in a non-equilibrium geometry (ωB97M-V/def2-TZVPD).

Geometry as ORCA input:
```
! RIJCOSX wB97M-V def2-TZVPD def2/J DEFGRID3
* xyz 2 1
H 0.71 0.98 -4.76
Cl 0.11 -0.46 5.21
C -2.26 -0.39 1.77
H 1.05 -2.11 -4.60
C -0.64 -1.11 -2.48
H -2.09 -0.41 -0.86
C 2.49 2.21 0.74
H -2.70 3.39 1.38
Br 4.34 -1.26 -0.42
C 0.30 1.87 -2.98
Cl -0.71 -0.48 -0.93
C -2.55 2.32 1.36
Br -0.27 3.75 -1.01
C 2.23 -0.48 1.28
C 0.37 0.75 -3.76
H 2.60 3.28 0.66
H 0.54 2.79 -3.49
C 0.13 0.21 2.67
N 1.51 1.75 1.53
C -3.44 1.46 0.75
Cl 0.44 -4.76 2.06
Cl 0.00 -3.36 4.62
C 1.31 0.42 1.75
Cl 0.66 -3.62 -0.64
Bi 0.28 2.47 3.18
C 0.09 -2.32 3.23
H -0.68 -2.24 -4.86
C 0.18 -3.03 1.93
H 4.09 1.70 -0.58
N -0.42 1.11 -0.76
C 0.14 -1.01 3.54
C 3.32 1.33 0.10
H 2.20 -1.52 1.58
H 0.26 -0.98 -5.70
C 3.20 -0.03 0.39
N -1.49 1.83 2.03
C 0.20 -2.53 0.66
C -0.14 -1.28 0.14
C -1.27 0.50 2.13
Br -4.35 -1.13 0.00
C -0.08 2.00 -1.63
C 0.14 -1.53 -4.77
H -2.18 -1.45 2.00
C -3.27 0.09 0.94
H -4.27 1.85 0.17
C -0.07 -0.60 -3.60
*
```

Its molar mass is 944.32 g mol⁻¹. Its HOMO energy is -13.2295 eV. The value obtained for the HOMO-LUMO gap is 5.19 eV. The largest force on an atom comes out at 3.33 eV/A.


3.
Entry from the Open Molecules 2025 dataset: a molecular structure, C22H13IN3O2Pt in a non-equilibrium geometry (ωB97M-V/def2-TZVPD).

Geometry as ORCA input:
```
! RIJCOSX wB97M-V def2-TZVPD def2/J DEFGRID3
* xyz 1 1
H -4.12 -3.06 -3.28
C 2.02 0.66 3.24
I -2.09 -0.88 -2.60
C 2.66 1.80 2.85
C -1.25 -2.14 0.25
N 0.89 0.49 1.12
C 1.85 3.36 -1.02
C 2.75 4.02 -0.11
C 1.52 3.80 -2.32
C -3.76 -4.87 -0.46
H 3.70 4.04 1.76
H 3.34 2.32 3.51
H 0.38 3.37 -4.07
C -2.77 -4.10 0.20
C 2.40 2.31 1.57
H 0.00 -2.11 1.96
H -4.13 -5.77 0.03
C -2.26 -2.92 -0.40
C 1.52 1.63 0.73
N 3.44 5.30 -0.43
H 0.63 -0.84 2.65
C 3.02 3.52 1.11
C 1.25 2.16 -0.58
H 2.17 0.22 4.21
N 0.39 1.45 -1.34
C -1.31 -3.77 2.08
Pt -0.47 -0.41 -0.48
O 3.10 5.89 -1.43
C 1.14 0.04 2.34
C 0.65 3.06 -3.08
H -0.92 -4.07 3.04
H -4.98 -5.11 -2.19
C 0.11 1.90 -2.55
C -3.75 -3.35 -2.31
H 1.96 4.70 -2.71
H -2.68 -5.40 1.93
C -2.28 -4.50 1.47
O 4.29 5.67 0.34
C -0.80 -2.62 1.46
C -4.24 -4.52 -1.69
H -0.57 1.31 -3.15
C -2.81 -2.61 -1.66
*
```

Its molar mass is 673.35 g mol⁻¹. Its HOMO energy is -10.8476 eV. The value obtained for the HOMO-LUMO gap is 6.68 eV. The largest force on an atom comes out at 1.60 eV/A.


4.
Entry from the Open Molecules 2025 dataset: a molecular structure, C22H14Br2IN2OSn in a non-equilibrium geometry (ωB97M-V/def2-TZVPD).

Geometry as ORCA input:
```
! RIJCOSX wB97M-V def2-TZVPD def2/J DEFGRID3
* xyz 3 1
C -2.38 0.82 -2.04
C 0.45 -0.53 6.23
H -0.76 -2.23 -2.64
C 2.56 -3.13 -2.68
C -0.31 0.41 6.85
C -1.25 0.18 -2.47
C -0.70 1.48 4.71
H -0.45 0.33 7.92
C -3.70 2.36 -0.69
H -3.79 3.12 0.09
C 5.00 -0.34 -2.10
H 4.50 1.70 -1.69
C 0.08 0.51 4.06
C 4.10 0.67 -1.80
C 3.14 -1.90 -2.34
H -1.46 -0.39 -3.38
Br -6.40 0.45 -3.22
C 2.26 -0.75 -2.08
I 0.55 0.44 1.93
O -1.31 2.48 -0.61
N 2.77 0.51 -1.78
C -2.39 1.86 -1.04
C -4.84 0.94 -2.31
C 0.32 -2.17 -2.54
H 5.22 -2.46 -2.46
H -5.79 2.38 -1.10
H 3.30 -3.94 -2.82
H -1.32 2.27 6.62
H 1.33 -1.15 4.36
C -4.85 1.94 -1.29
C 0.65 -0.48 4.84
Br -1.59 2.78 3.77
H 0.79 -4.25 -2.99
H 6.06 -0.09 -2.18
Sn 0.81 1.73 -0.80
C -0.79 1.48 6.08
N -0.03 0.10 -1.87
C 0.88 -0.93 -2.16
C 4.54 -1.66 -2.27
C -3.66 0.38 -2.65
H -3.60 -0.34 -3.46
H 0.87 -1.36 6.75
C 1.17 -3.25 -2.75
*
```

Its molar mass is 727.79 g mol⁻¹. Its HOMO energy (spin up / spin down) is -16.3532 / -16.5000 eV. The value obtained for the HOMO-LUMO gap (spin up / spin down) is 4.24 / 3.71 eV. The largest force on an atom comes out at 4.37 eV/A.


5.
Entry from the Open Molecules 2025 dataset: a molecular structure, C22H14Cl2N5O4Yb in a non-equilibrium geometry (ωB97M-V/def2-TZVPD).

Geometry as ORCA input:
```
! RIJCOSX wB97M-V def2-TZVPD def2/J DEFGRID3
* xyz 0 2
O 2.68 -3.42 -1.17
H 1.23 -4.92 0.63
C -3.13 -2.57 3.44
Yb -0.24 -0.62 -0.28
C -3.78 -0.88 1.87
H -4.56 -0.32 1.38
Cl -3.50 -3.80 4.62
C 1.50 -3.56 -0.98
C -0.66 -2.99 -0.84
N 2.09 -0.48 0.35
C -2.80 0.94 -0.29
C 0.82 -4.78 -0.37
H -1.29 -5.02 -1.00
C 4.46 -0.39 0.15
H 5.57 -1.65 1.49
C 0.96 -1.92 2.00
C -1.43 -1.38 2.21
C -2.58 2.68 -2.09
O 1.02 -3.01 2.56
H -1.11 -4.44 0.65
C -0.66 -4.41 -0.34
N -0.69 1.32 -1.56
H 1.05 1.67 -2.60
H 5.32 0.02 -0.36
N -0.09 -1.09 1.82
H -3.62 2.89 -1.89
O -4.02 1.04 -0.34
N 0.54 -2.53 -1.20
C -1.83 3.37 -3.02
C -2.45 -0.62 1.56
C -1.80 -2.35 3.14
C -0.50 3.02 -3.22
C -4.12 -1.84 2.81
C -1.98 1.67 -1.36
Cl -5.80 -2.09 3.16
H -1.03 -2.93 3.63
H 0.12 3.53 -3.94
C 3.45 -1.82 1.78
H 1.06 -5.66 -0.97
C 4.59 -1.31 1.17
H 3.05 0.69 -1.05
C 3.19 -0.01 -0.24
H -2.28 4.17 -3.60
C 0.02 1.99 -2.47
C 2.23 -1.37 1.35
O -1.65 -2.20 -0.86
N -2.00 0.30 0.58
H 3.49 -2.56 2.57
*
```

Its molar mass is 656.33 g mol⁻¹. Its HOMO energy (spin up / spin down) is -7.6537 / -7.6604 eV. The value obtained for the HOMO-LUMO gap (spin up / spin down) is 7.14 / 7.14 eV. The largest force on an atom comes out at 2.18 eV/A.


6.
Entry from the Open Molecules 2025 dataset: a molecular structure, C22H14ClIN4O2Tl in a non-equilibrium geometry (ωB97M-V/def2-TZVPD).

Geometry as ORCA input:
```
! RIJCOSX wB97M-V def2-TZVPD def2/J DEFGRID3
* xyz 1 1
C -2.22 -4.35 -2.04
C 2.00 -4.31 -1.47
C -0.29 -0.23 2.95
Cl -0.75 -7.19 -1.79
H -0.07 -1.82 5.11
C 0.00 3.18 -1.93
C 0.21 5.34 -3.00
N -0.88 -1.98 -1.69
C -0.29 0.25 1.67
N 0.25 8.58 -1.80
H 1.75 -6.47 -1.21
O 1.97 -2.00 -1.67
O 1.34 0.87 6.06
C -0.06 -5.61 -1.85
N 0.48 1.19 1.19
C 1.37 1.70 2.08
H -1.05 3.34 0.02
C -0.15 -3.09 -1.66
C 0.72 0.06 5.35
H 0.49 5.93 -3.88
H 2.38 1.62 3.91
C 1.48 1.29 3.34
Tl 0.70 0.88 -1.72
H 2.02 2.48 1.76
H -1.03 5.60 0.23
C -0.62 5.26 -0.73
H -2.76 -1.00 -1.90
N 0.00 -1.02 5.75
I 4.04 -4.38 -1.23
C 1.30 -3.05 -1.56
H -1.03 -0.19 0.96
H -4.00 -3.23 -2.09
C 0.30 3.93 -3.06
C -0.02 7.46 -1.79
H 0.16 -1.36 6.72
H -2.71 -5.32 -2.14
H -1.04 -1.00 3.18
H 0.73 3.53 -3.95
C 1.30 -5.52 -1.44
C -2.19 -1.98 -1.87
C -2.92 -3.18 -2.06
C -0.59 3.86 -0.82
C -0.22 6.04 -1.84
C -0.80 -4.38 -1.95
C 0.69 0.28 3.84
*
```

Its molar mass is 733.12 g mol⁻¹. Its HOMO energy (spin up / spin down) is -11.9241 / -11.0993 eV. The value obtained for the HOMO-LUMO gap (spin up / spin down) is 6.70 / 5.69 eV. The largest force on an atom comes out at 3.61 eV/A.


7.
Entry from the Open Molecules 2025 dataset: a molecular structure, C22H15Br2IN5O8Tl (ωB97M-V/def2-TZVPD).

Geometry as ORCA input:
```
! RIJCOSX wB97M-V def2-TZVPD def2/J DEFGRID3
* xyz 2 1
Tl -1.10 -0.31 0.78
C -5.77 2.18 -0.57
N -3.34 1.04 0.22
N 4.90 -3.10 -3.34
C -4.64 2.97 -0.36
O 5.65 -2.24 -3.73
O 2.29 1.22 -3.30
C 1.38 -3.16 -2.26
H -0.07 -1.50 -2.18
C -5.66 0.80 -0.37
H -2.58 2.96 0.20
O 0.27 0.66 -2.79
C 2.01 1.69 -0.18
Br 0.35 2.59 0.07
H 3.12 -1.32 -0.41
C 2.63 -3.64 -2.55
H -6.94 3.60 -1.06
C 0.91 -1.89 -2.41
H -6.51 0.15 -0.52
C 3.14 2.47 -0.28
H -4.16 1.24 5.28
C -0.16 -3.97 -0.60
O 5.45 2.56 -0.56
C -1.10 -0.17 5.59
C -3.20 0.81 5.01
N 1.44 0.43 -2.98
O 5.15 -4.27 -3.18
C 4.35 1.81 -0.46
O -6.95 2.64 -0.94
C -2.31 0.37 5.98
H 6.25 2.03 -0.65
O 0.42 -4.21 -1.64
H -2.55 0.46 7.03
H -4.68 4.05 -0.50
H 3.87 -0.62 -3.56
H 3.10 3.55 -0.23
C -0.84 -0.25 4.23
H -3.51 1.00 2.89
O -0.71 -3.76 0.36
H 5.27 -0.14 -0.62
C 3.15 -1.35 -3.20
C 3.51 -2.68 -3.03
C 4.35 0.41 -0.51
I 0.99 -1.05 3.60
C -4.43 0.31 0.02
N -1.68 0.16 3.29
H -0.38 -0.52 6.31
C -2.85 0.68 3.69
N 1.96 0.38 -0.24
Br -4.26 -1.56 0.30
C -3.47 2.36 0.03
C 1.86 -0.99 -2.88
H 2.95 -4.67 -2.42
C 3.14 -0.24 -0.39
*
```

Its molar mass is 968.48 g mol⁻¹. Its HOMO energy is -14.1979 eV. The value obtained for the HOMO-LUMO gap is 7.16 eV. The largest force on an atom comes out at 0.71 eV/A.


8.
Entry from the Open Molecules 2025 dataset: a molecular structure, C22H15BrIrN3O4S (ωB97M-V/def2-TZVPD).

Geometry as ORCA input:
```
! RIJCOSX wB97M-V def2-TZVPD def2/J DEFGRID3
* xyz 0 1
C -1.71 -2.32 3.73
H -0.56 1.18 1.58
C -3.02 3.79 -1.37
C -0.87 -1.23 3.42
C 4.27 -1.63 -1.73
O 0.67 -1.85 -1.57
N 0.01 0.35 1.75
H -3.44 -3.03 -1.76
N -1.25 -1.02 -0.21
C -2.47 -2.90 2.75
C -2.24 4.63 -0.58
H -2.68 5.52 -0.14
C -3.09 -3.04 0.35
H -4.06 4.03 -1.56
H -0.27 4.98 0.22
H -0.31 -0.74 4.21
C 5.00 -0.06 -0.08
C 1.86 -2.34 -1.76
C 1.11 2.91 -0.67
C -2.46 2.65 -1.93
C -2.37 -2.45 1.41
H -3.15 -3.71 2.99
O 2.09 -3.39 -2.33
C -1.94 -1.60 -1.17
H 4.44 -2.30 -2.56
H -3.06 2.00 -2.55
H 0.75 0.59 2.39
H -3.78 -3.85 0.56
C -0.91 4.32 -0.36
C -1.13 2.32 -1.69
O 1.93 3.80 -0.69
H 5.76 0.54 0.41
C 3.01 -1.53 -1.19
C -1.48 -1.41 1.10
H 6.28 -0.86 -1.59
H -1.78 -2.67 4.75
S -0.42 0.89 -2.46
C 3.70 -0.05 0.41
C 5.28 -0.85 -1.18
O 1.45 1.67 -0.34
Br 3.38 0.90 2.01
C -0.78 -0.76 2.14
Ir 0.52 -0.09 -0.60
H -1.73 -1.26 -2.17
C -0.35 3.18 -0.91
C -2.91 -2.60 -0.92
N 2.71 -0.73 -0.16
*
```

Its molar mass is 689.57 g mol⁻¹. Its HOMO energy is -7.5234 eV. The value obtained for the HOMO-LUMO gap is 6.76 eV. The largest force on an atom comes out at 0.82 eV/A.